Formula: C18H12CdN6O
Source: OMol25
Level of theory: ωB97M-V/def2-TZVPD

Geometry as XYZ:
```
38
Properties=species:S:1:pos:R:3:forces:R:3
Cd 0.4017 -0.3905 1.2466 -0.13 -0.66 -0.92
C -0.2789 1.8767 -2.5587 1.04 0.18 0.15
C 0.0446 1.4705 -1.1226 0.50 -1.95 -2.04
N 0.4199 0.2547 -0.8829 -0.48 1.50 1.54
N 0.3960 -0.7304 -1.7779 0.10 1.18 -1.55
C 0.4120 -1.8852 -1.1949 0.30 -2.63 0.07
O 0.4643 -2.1695 0.0481 -0.22 0.95 0.64
C 0.4100 -3.1238 -2.0369 -0.57 0.18 0.44
C 0.1437 -3.1376 -3.4134 0.86 1.25 0.75
C 0.2237 -4.3227 -4.0807 0.07 -2.14 -3.17
C 0.5601 -5.5860 -3.4926 -0.37 1.83 1.43
C 0.7828 -5.4890 -2.0880 -0.67 -0.42 -0.96
C 0.6206 -4.3178 -1.3407 0.27 -0.54 -0.61
C -0.3126 2.2956 0.0263 -0.95 -0.14 -0.40
C -0.4860 3.6711 -0.1408 1.43 -0.08 0.02
C -0.9414 4.3396 0.9688 0.41 1.46 -0.03
C -1.2283 3.6849 2.1415 -0.72 1.28 0.18
C -1.1190 2.3216 2.1703 -0.55 -0.03 0.55
N -0.7254 1.6053 1.1367 0.78 1.31 -1.18
H -0.9547 1.1337 -2.9751 -0.42 0.13 0.11
H 0.6040 1.8036 -3.2700 -0.77 0.33 1.16
H -0.6981 2.8882 -2.5198 0.00 -0.41 -0.59
H 0.0123 -2.1719 -3.9511 -0.07 -0.95 0.51
H 0.0777 -4.2734 -5.2217 0.09 -0.24 1.86
H 0.5558 -6.5690 -4.0260 0.20 1.26 0.45
H 1.0124 -6.3666 -1.5255 0.10 -0.66 0.16
H 0.6621 -4.3816 -0.2309 0.20 0.32 -1.20
H -0.0303 4.2439 -0.9940 -0.86 -0.91 0.81
H -0.9617 5.4318 0.9561 -0.23 -0.31 -0.04
H -1.6016 4.3174 2.9550 0.27 -0.79 0.00
H -1.4169 1.7893 3.0468 -0.09 -0.38 0.43
N 0.7126 -0.2257 3.2428 0.53 1.27 2.23
C 0.6669 0.6268 4.0567 -0.22 -0.97 -0.13
C 0.5838 1.5914 5.0470 0.07 1.63 -0.85
C -0.4550 1.5633 6.0238 0.08 -0.68 0.04
N -1.2926 1.4475 6.8097 0.16 0.21 -0.20
C 1.1216 2.9044 4.6691 0.08 -1.38 0.26
N 1.6140 3.8795 4.2990 -0.22 -0.01 0.08
```
Positions in Å, forces in eV/Å.

## Properties
HOMO   -8.8 eV
Gap between HOMO and LUMO   7.58 eV

---

Formula: C18H12N3PdSe2Te2
Source: OMol25
Level of theory: ωB97M-V/def2-TZVPD

Geometry as XYZ:
```
38
Properties=species:S:1:pos:R:3:forces:R:3
Pd 0.2806 -1.6036 1.3193 -0.03 0.21 -0.17
C -3.5819 0.1231 3.3160 -0.01 0.04 -0.01
C -2.5786 -0.7412 2.8354 -0.03 -0.03 0.05
N -1.7554 -0.4015 1.8833 -0.22 0.17 -0.05
C -1.8334 0.8199 1.3129 0.03 0.06 -0.04
C -2.7790 1.7752 1.7557 0.05 -0.04 -0.01
C -3.6696 1.3759 2.7794 0.02 -0.06 0.01
C -2.7976 3.0722 1.1931 0.05 0.06 -0.07
C -1.8678 3.3851 0.2376 -0.10 0.04 0.07
C -0.9376 2.4496 -0.2362 0.10 -0.17 -0.01
C -0.8969 1.1364 0.2395 -0.06 0.05 0.07
N -0.0289 0.1687 -0.1379 0.04 -0.22 0.18
C 0.6732 0.1481 -1.2951 0.06 -0.05 -0.08
C 0.3630 0.8393 -2.4692 -0.06 -0.04 0.18
C 1.1475 0.7324 -3.6258 0.11 -0.04 -0.07
C 2.2692 -0.0518 -3.6789 -0.08 0.07 -0.04
C 2.6118 -0.8195 -2.5421 -0.04 0.00 0.05
C 3.7245 -1.6925 -2.5195 -0.01 -0.02 0.06
C 3.9870 -2.4417 -1.4083 0.00 0.02 -0.04
C 3.1161 -2.3314 -0.3065 0.04 -0.05 0.01
N 2.0925 -1.5239 -0.2980 0.17 0.13 -0.19
C 1.8216 -0.7491 -1.3703 -0.05 0.04 -0.04
H -4.2481 -0.2062 4.1035 0.01 0.01 -0.01
H -2.4470 -1.7375 3.2540 0.00 0.05 -0.02
H -4.4115 2.0844 3.1322 0.01 0.00 0.00
H -3.5256 3.7971 1.5375 0.01 -0.01 0.00
H -1.8448 4.3879 -0.1756 0.00 -0.01 0.00
H -0.2061 2.7619 -0.9691 -0.07 0.02 0.06
H -0.5296 1.4493 -2.4949 0.07 -0.03 -0.05
H 0.8500 1.2973 -4.5031 0.00 0.00 0.01
H 2.8804 -0.1112 -4.5716 -0.01 0.00 0.01
H 4.3539 -1.7598 -3.4005 -0.01 0.00 0.00
H 4.8294 -3.1208 -1.3661 -0.01 0.01 -0.01
H 3.2636 -2.9323 0.5891 -0.01 0.03 -0.04
Se 1.6330 -0.0187 2.8347 -0.45 -0.48 -0.30
Te 1.5196 -2.3735 3.5305 0.34 0.10 0.12
Te -0.3859 -4.1189 1.8108 -0.33 -0.18 -0.06
Se -1.0917 -3.0688 -0.2959 0.47 0.30 0.44
```
Positions in Å, forces in eV/Å.

## Properties
HOMO (spin up / spin down)   -3.7 / -3.7 eV
Total charge   -1
Gap between HOMO and LUMO (spin up / spin down)   5.41 / 5.41 eV

---

Formula: C18H13AuF3NOS2SbSe4
Source: OMol25
Level of theory: ωB97M-V/def2-TZVPD

Geometry as XYZ:
```
44
Properties=species:S:1:pos:R:3:forces:R:3
Au 0.8283 0.6571 -1.6438 0.00 0.00 0.02
F 4.4682 -2.8331 -0.0654 0.06 0.14 0.15
C 4.7348 -1.9214 0.8870 -0.15 -0.06 -0.02
F 5.2720 -2.5595 1.9324 0.02 -0.02 -0.17
F 5.6610 -1.0821 0.3989 -0.01 -0.02 -0.04
C 3.4906 -1.1669 1.3022 0.01 0.14 -0.31
C 3.0590 -1.2232 2.6166 0.06 -0.05 0.06
C 1.9796 -0.4553 3.0140 -0.01 -0.02 0.19
C 1.3611 0.3426 2.0752 -0.06 0.18 -0.19
N 1.7259 0.3663 0.7932 0.16 -0.33 0.05
C 2.7687 -0.3713 0.4051 -0.08 0.03 0.29
S 3.1886 -0.2200 -1.3333 -0.29 0.36 0.34
H 3.5830 -1.8566 3.3216 -0.03 0.08 -0.03
H 1.6352 -0.4619 4.0400 0.03 0.00 -0.06
H 0.5510 1.0111 2.3509 0.01 -0.13 -0.05
O -0.0892 -1.3463 -1.3693 -0.43 0.07 0.11
S -1.6104 -1.5610 -1.3327 0.12 0.03 -0.17
C -2.2402 -0.0850 -2.1291 0.21 0.06 -0.08
C -3.3934 0.5734 -1.7247 0.04 0.00 -0.02
C -3.7592 1.7452 -2.3734 -0.04 0.01 -0.02
C -2.9825 2.2540 -3.4097 -0.02 0.04 0.01
C -1.8597 1.5657 -3.8429 0.05 -0.04 0.03
C -1.4871 0.3774 -3.2162 -0.08 -0.07 -0.03
C -2.1888 -1.3178 0.3235 0.19 0.01 0.05
C -2.0118 -0.1177 1.0086 0.02 -0.03 0.03
C -2.4071 -0.0430 2.3323 0.01 0.07 0.02
C -2.9555 -1.1576 2.9646 -0.01 -0.05 -0.02
C -3.1252 -2.3484 2.2723 -0.04 0.02 0.05
C -2.7380 -2.4339 0.9413 -0.04 -0.07 -0.07
H -3.9896 0.1915 -0.9062 0.02 0.03 -0.02
H -4.6572 2.2669 -2.0621 0.09 -0.02 -0.01
H -3.2687 3.1818 -3.8924 0.02 -0.09 0.03
H -1.2756 1.9374 -4.6770 -0.06 -0.05 0.03
H -0.6928 -0.2384 -3.6385 -0.05 0.15 0.13
H -1.5778 0.7459 0.5129 -0.04 -0.07 0.02
H -2.2991 0.8906 2.8736 0.01 -0.09 -0.01
H -3.2511 -1.0947 4.0053 -0.01 0.02 -0.07
H -3.5610 -3.2119 2.7605 0.05 0.08 -0.01
H -2.8651 -3.3611 0.3874 0.05 0.14 0.07
Se 0.4770 3.9295 -0.6405 -0.01 -0.42 -0.12
Sb 4.1458 2.1907 -1.1505 0.80 0.20 0.06
Se 4.1093 2.9723 1.0719 -0.14 -0.27 -0.49
Se 5.6569 2.3654 -2.9502 -0.51 -0.06 0.36
Se 1.5898 2.9037 -2.2335 0.10 0.12 -0.04
```
Positions in Å, forces in eV/Å.

## Properties
HOMO (spin up / spin down)   -11.1 / -11.1 eV
Total charge   +1
Relative energy (zero: lowest compared OMol25 entry of this formula, charge and spin)   0.170 eV
Gap between HOMO and LUMO (spin up / spin down)   4.81 / 4.74 eV

---

Formula: C18H13BrN4O
Source: OMol25
Level of theory: ωB97M-V/def2-TZVPD

Geometry as XYZ:
```
37
Properties=species:S:1:pos:R:3:forces:R:3
Br -7.7579 -1.9661 -4.9129 0.17 -0.12 0.14
N 2.4582 2.3415 3.0791 -0.41 0.20 0.07
N 1.1377 1.7656 1.1372 -0.24 -0.76 -2.48
N 1.2752 1.1236 0.0336 -0.64 1.21 2.16
O -1.9008 0.3280 -1.8531 0.06 0.21 0.16
C 2.1942 1.5977 2.0497 1.16 -1.01 -0.29
C -1.5790 -1.8352 -1.4340 -0.31 0.05 -0.24
C -0.4610 -1.1262 -0.9004 -1.07 1.34 -0.78
C -2.4480 -0.9255 -1.9948 1.88 -1.24 0.95
C -0.7076 0.2061 -1.1880 0.87 -1.63 0.30
C 5.5660 1.6038 5.0216 -0.45 -0.56 -0.97
C 6.0155 0.5156 4.2272 0.19 0.26 -0.20
C -5.3125 -2.7317 -3.6413 1.06 -0.91 0.68
C -5.7340 -0.3947 -3.7168 0.39 0.49 0.72
C 4.3739 2.2457 4.6750 0.74 0.47 1.40
C -4.1103 -2.5011 -2.9457 -0.78 0.15 -0.84
C -4.5350 -0.1436 -3.0500 -0.62 -0.46 -0.41
C 5.2830 0.1112 3.1076 1.23 -0.60 0.24
C -6.1242 -1.6934 -3.9731 -0.50 0.88 -0.61
C 3.6391 1.8244 3.5875 0.01 0.50 0.28
C -3.7048 -1.1980 -2.6615 -0.38 0.74 -0.20
C 4.1124 0.7591 2.8229 -1.05 0.86 0.48
N 3.1567 0.6275 1.8732 -0.22 -1.43 -1.73
C 0.1577 1.4203 -0.9153 -0.76 0.22 0.44
H -1.6962 -2.9177 -1.4411 -0.07 0.43 0.12
H 0.3792 -1.5592 -0.4004 0.27 0.10 0.13
H 6.1718 1.9288 5.8590 -0.20 0.03 -0.02
H 6.9915 0.0385 4.4515 -0.85 0.31 -0.17
H -5.5930 -3.7358 -3.9303 0.06 -0.05 0.16
H -6.3760 0.4341 -3.9638 -0.09 0.07 -0.17
H 4.0121 3.0668 5.2878 0.04 -0.03 -0.16
H -3.4877 -3.3490 -2.7305 0.18 -0.14 0.17
H -4.2638 0.8752 -2.8424 0.16 0.21 0.08
H 5.6394 -0.6405 2.4126 0.14 -0.17 0.28
H 3.1292 -0.1353 1.2009 -0.19 0.62 0.07
H 0.5841 1.8425 -1.8341 0.15 -0.35 0.11
H -0.4848 2.1972 -0.4970 0.07 0.11 0.16
```
Positions in Å, forces in eV/Å.

## Properties
HOMO   -8.1 eV
SMILES   Brc1ccc(-c2ccc(C/N=N/c3nc4ccccc4[nH]3)o2)cc1
Relative energy (zero: lowest compared OMol25 entry of this formula, charge and spin)   0.000 eV
Gap between HOMO and LUMO   7.33 eV

---

Formula: C18H13CeN2O2S3
Source: OMol25
Level of theory: ωB97M-V/def2-TZVPD

Geometry as XYZ:
```
39
Properties=species:S:1:pos:R:3:forces:R:3
Ce 2.2419 -1.4329 0.7715 1.33 -0.55 -0.12
C 4.5255 0.8081 -0.7691 -0.30 0.08 -0.01
O 3.1299 0.6783 -0.4032 -0.37 -0.08 0.17
C 2.3314 1.8020 -0.3651 0.41 0.46 -0.04
C 2.8266 3.0843 -0.6011 -0.22 -0.35 0.01
C 1.9608 4.1686 -0.5675 0.08 0.01 -0.02
C 0.6143 3.9938 -0.2917 0.04 -0.11 0.02
C 0.1309 2.7221 -0.0363 -0.05 0.40 0.05
C 0.9797 1.6335 -0.0648 -0.45 -1.06 0.03
N 0.4981 0.2802 0.2166 -0.32 0.61 -0.03
N -0.7561 0.1792 0.1625 -0.14 -0.52 0.10
C -1.4651 -0.9936 0.4505 0.32 1.32 -0.43
C -0.9640 -2.1597 1.0182 1.13 -0.67 0.39
O 0.3156 -2.3190 1.3115 -1.19 0.20 -0.14
C -1.8444 -3.2434 1.3026 -0.17 0.21 -0.03
C -3.1668 -3.1358 1.0266 0.05 0.02 -0.02
C -3.7198 -1.9597 0.4387 -0.12 -0.10 0.05
C -5.0996 -1.8819 0.1457 0.06 -0.01 0.01
C -5.6277 -0.7628 -0.4324 0.16 0.07 0.00
C -4.7750 0.3168 -0.7342 -0.28 0.03 -0.05
C -3.4374 0.2711 -0.4578 0.05 -0.26 0.12
C -2.8705 -0.8780 0.1475 -0.22 0.13 -0.12
H 5.0501 1.3850 -0.0079 0.02 -0.03 -0.05
H 4.5838 1.2837 -1.7482 0.09 -0.04 0.03
H 4.9084 -0.2079 -0.8086 0.06 0.09 -0.04
H 3.8721 3.2295 -0.8174 0.06 0.04 -0.02
H 2.3539 5.1575 -0.7567 0.01 0.03 0.00
H -0.0574 4.8379 -0.2589 -0.01 0.07 -0.01
H -0.9108 2.5708 0.2041 0.00 -0.08 0.01
H -1.4202 -4.1348 1.7415 0.05 0.00 0.01
H -3.8325 -3.9607 1.2469 -0.03 -0.04 0.00
H -5.7292 -2.7297 0.3847 -0.01 -0.02 0.01
H -6.6818 -0.7055 -0.6616 -0.04 0.01 -0.01
H -5.1886 1.2032 -1.1992 0.00 -0.01 0.00
H -2.8129 1.1095 -0.7139 0.12 0.04 0.00
S 6.5649 -2.9136 -0.1570 0.16 0.08 -0.04
C 5.0348 -2.5402 0.2779 -0.22 -0.21 0.07
S 4.7304 -1.7538 1.8469 -0.12 -0.06 -0.23
S 3.7066 -3.0019 -0.8415 0.07 0.30 0.33
```
Positions in Å, forces in eV/Å.

## Properties
HOMO (spin up / spin down)   -7.3 / -7.3 eV
Spin multiplicity   2
Gap between HOMO and LUMO (spin up / spin down)   5.76 / 5.75 eV

---

Formula: C18H13CoF5N4O6Se
Source: OMol25
Level of theory: ωB97M-V/def2-TZVPD

Geometry as XYZ:
```
48
Properties=species:S:1:pos:R:3:forces:R:3
Co -0.0065 -0.8211 -1.9025 -0.36 -0.23 -0.19
O -0.0514 -4.3121 0.0451 0.00 0.02 -0.01
C 0.1268 -3.2481 -0.6689 0.04 -0.03 0.03
O -0.5259 -2.2051 -0.5613 0.02 0.02 -0.02
C 1.1929 -3.3259 -1.7135 -0.04 -0.03 -0.04
C 2.0225 -4.3796 -2.0534 -0.02 -0.01 -0.02
C 2.8668 -4.2007 -3.1466 0.00 0.00 -0.01
C 2.8349 -3.0166 -3.8826 -0.03 -0.02 -0.02
C 1.9662 -2.0181 -3.4767 0.03 0.01 0.03
N 1.2048 -2.1887 -2.3989 0.18 0.12 0.16
C 1.6447 -0.6784 -4.0884 0.00 0.00 0.00
O 2.2147 -0.2311 -5.1596 0.02 0.02 0.02
O 0.7758 -0.0033 -3.5347 0.00 0.00 0.00
H -0.8065 -4.2248 0.6556 0.00 0.00 0.00
H 2.0019 -5.3082 -1.4992 0.00 0.00 0.01
H 3.5358 -4.9973 -3.4449 0.00 0.00 0.00
H 3.4704 -2.9068 -4.7520 0.00 0.00 0.00
H 2.8921 -0.8061 -5.5475 0.00 0.00 0.00
O 1.0100 0.1561 0.3086 -0.31 -0.32 -0.29
N 0.9740 0.2509 -0.8224 0.39 0.32 0.00
F 3.5266 0.5385 9.5572 0.00 0.00 0.01
C 2.9649 0.3776 8.4187 0.00 0.01 0.01
C 2.4349 1.5121 7.7613 -0.01 0.00 -0.01
F 2.5343 2.6815 8.3366 0.00 0.01 0.00
C 1.8398 1.3381 6.5498 -0.01 0.00 0.00
F 1.3415 2.3580 5.9159 0.00 0.00 0.00
C 1.7421 0.0210 5.9347 -0.04 0.02 0.04
Se 0.9396 -0.2007 4.3803 0.09 0.04 0.21
C 2.3088 -1.1018 6.6665 0.01 -0.01 0.01
F 2.2344 -2.2897 6.1380 0.01 0.00 0.00
C 2.9047 -0.9292 7.8765 -0.01 -0.02 -0.02
F 3.4216 -1.9190 8.5566 0.00 0.00 0.00
N -1.5981 0.2022 -1.9399 0.09 0.14 0.12
C -2.4014 1.0220 -2.1355 -0.06 -0.09 -0.05
N -3.3223 1.8763 -2.3866 0.03 0.04 0.04
C -4.2832 2.3475 -1.3581 -0.02 -0.01 0.00
C -4.1922 3.8636 -1.2826 0.00 0.01 0.00
O -4.3914 4.4347 -2.5549 -0.02 -0.02 -0.01
C -3.3933 4.0534 -3.4753 0.00 0.01 0.00
C -3.4294 2.5515 -3.7069 0.00 0.01 0.00
H -4.0488 1.8742 -0.4065 0.00 0.01 0.00
H -5.2792 2.0410 -1.6792 0.00 -0.01 0.00
H -3.2187 4.1658 -0.8739 0.00 0.00 -0.01
H -4.9782 4.2446 -0.6333 0.01 0.00 0.00
H -2.4020 4.3585 -3.1154 0.00 0.00 0.01
H -3.6014 4.5728 -4.4086 0.00 0.00 0.00
H -2.6151 2.2163 -4.3464 0.01 0.01 0.00
H -4.3828 2.2541 -4.1449 0.00 -0.01 0.00
```
Positions in Å, forces in eV/Å.

## Properties
HOMO (spin up / spin down)   -16.2 / -16.2 eV
Total charge   +3
Gap between HOMO and LUMO (spin up / spin down)   4.54 / 4.56 eV

---

Copy entry 6 word for word.
Formula: C18H13CoF5N4O6Se
Source: OMol25
Level of theory: ωB97M-V/def2-TZVPD

Geometry as XYZ:
```
48
Properties=species:S:1:pos:R:3:forces:R:3
Co -0.0065 -0.8211 -1.9025 -0.36 -0.23 -0.19
O -0.0514 -4.3121 0.0451 0.00 0.02 -0.01
C 0.1268 -3.2481 -0.6689 0.04 -0.03 0.03
O -0.5259 -2.2051 -0.5613 0.02 0.02 -0.02
C 1.1929 -3.3259 -1.7135 -0.04 -0.03 -0.04
C 2.0225 -4.3796 -2.0534 -0.02 -0.01 -0.02
C 2.8668 -4.2007 -3.1466 0.00 0.00 -0.01
C 2.8349 -3.0166 -3.8826 -0.03 -0.02 -0.02
C 1.9662 -2.0181 -3.4767 0.03 0.01 0.03
N 1.2048 -2.1887 -2.3989 0.18 0.12 0.16
C 1.6447 -0.6784 -4.0884 0.00 0.00 0.00
O 2.2147 -0.2311 -5.1596 0.02 0.02 0.02
O 0.7758 -0.0033 -3.5347 0.00 0.00 0.00
H -0.8065 -4.2248 0.6556 0.00 0.00 0.00
H 2.0019 -5.3082 -1.4992 0.00 0.00 0.01
H 3.5358 -4.9973 -3.4449 0.00 0.00 0.00
H 3.4704 -2.9068 -4.7520 0.00 0.00 0.00
H 2.8921 -0.8061 -5.5475 0.00 0.00 0.00
O 1.0100 0.1561 0.3086 -0.31 -0.32 -0.29
N 0.9740 0.2509 -0.8224 0.39 0.32 0.00
F 3.5266 0.5385 9.5572 0.00 0.00 0.01
C 2.9649 0.3776 8.4187 0.00 0.01 0.01
C 2.4349 1.5121 7.7613 -0.01 0.00 -0.01
F 2.5343 2.6815 8.3366 0.00 0.01 0.00
C 1.8398 1.3381 6.5498 -0.01 0.00 0.00
F 1.3415 2.3580 5.9159 0.00 0.00 0.00
C 1.7421 0.0210 5.9347 -0.04 0.02 0.04
Se 0.9396 -0.2007 4.3803 0.09 0.04 0.21
C 2.3088 -1.1018 6.6665 0.01 -0.01 0.01
F 2.2344 -2.2897 6.1380 0.01 0.00 0.00
C 2.9047 -0.9292 7.8765 -0.01 -0.02 -0.02
F 3.4216 -1.9190 8.5566 0.00 0.00 0.00
N -1.5981 0.2022 -1.9399 0.09 0.14 0.12
C -2.4014 1.0220 -2.1355 -0.06 -0.09 -0.05
N -3.3223 1.8763 -2.3866 0.03 0.04 0.04
C -4.2832 2.3475 -1.3581 -0.02 -0.01 0.00
C -4.1922 3.8636 -1.2826 0.00 0.01 0.00
O -4.3914 4.4347 -2.5549 -0.02 -0.02 -0.01
C -3.3933 4.0534 -3.4753 0.00 0.01 0.00
C -3.4294 2.5515 -3.7069 0.00 0.01 0.00
H -4.0488 1.8742 -0.4065 0.00 0.01 0.00
H -5.2792 2.0410 -1.6792 0.00 -0.01 0.00
H -3.2187 4.1658 -0.8739 0.00 0.00 -0.01
H -4.9782 4.2446 -0.6333 0.01 0.00 0.00
H -2.4020 4.3585 -3.1154 0.00 0.00 0.01
H -3.6014 4.5728 -4.4086 0.00 0.00 0.00
H -2.6151 2.2163 -4.3464 0.01 0.01 0.00
H -4.3828 2.2541 -4.1449 0.00 -0.01 0.00
```
Positions in Å, forces in eV/Å.

## Properties
HOMO (spin up / spin down)   -16.2 / -16.2 eV
Total charge   +3
Gap between HOMO and LUMO (spin up / spin down)   4.54 / 4.56 eV